Computed, not measured: 11 unconnected molecules or ions with the total composition C41H114N10O11 in a non-equilibrium geometry, with ωB97M-V/def2-TZVPD.

Properties
- Charge: 0
- Relative energy (zero: lowest compared OMol25 entry of this formula, charge and spin): 318.9 kJ/mol
- HOMO: -9.1 eV
- Frontier orbital gap: 9.403 eV
- 2S+1: 1
- LUMO: 0.30 eV
- Structure (SMILES): COC[C@H](C)N.COC[C@H](C)N.COC[C@H](C)N.COC[C@H](C)N.COC[C@H](C)N.COC[C@H](C)N.COC[C@H](C)N.COC[C@H](C)N.COC[C@H](C)N.COC[C@H](C)N.CO

XYZ file:
```
176
Properties=species:S:1:pos:R:3:mulliken_charge:R:1
C 2.18056 -1.54352 5.55054 -1.444
C 1.84845 -1.53862 4.09389 0.667
C 1.35894 -2.90876 3.54507 -0.616
O 2.48907 -3.70969 3.75908 -0.245
C 2.38558 -5.04492 3.20823 -0.746
N 0.77199 -0.54638 3.93867 -0.565
H 2.94745 -2.30217 5.70678 0.370
H 1.26468 -1.77228 6.09546 0.379
H 2.57532 -0.55748 5.79545 0.373
H 2.69486 -1.20929 3.49121 0.029
H 1.14914 -2.81267 2.47978 0.376
H 0.42812 -3.27450 3.97856 0.348
H 2.12695 -5.03121 2.14945 0.242
H 1.70029 -5.66946 3.78131 0.295
H 3.39917 -5.43500 3.30085 0.259
H 0.29490 -0.71080 3.06376 0.094
H 0.05459 -0.86647 4.57347 0.180
C -2.43890 -0.88681 -5.57193 -1.485
C -1.15124 -1.08949 -6.35884 1.047
C -0.99739 -2.52726 -6.83030 -0.973
O -1.29092 -3.52448 -5.83680 -0.186
C -0.86269 -4.79290 -6.32622 -0.821
N -1.16769 -0.16098 -7.45125 -0.788
H -3.32126 -0.95869 -6.20782 0.304
H -2.47668 0.09134 -5.09245 0.370
H -2.59161 -1.60808 -4.76909 0.315
H -0.29209 -0.91529 -5.71108 0.075
H -0.00051 -2.47895 -7.26848 0.377
H -1.63834 -2.65519 -7.70261 0.402
H -0.93948 -5.02342 -7.38880 0.343
H -1.49072 -5.53790 -5.83771 0.220
H 0.17330 -4.86557 -5.99525 0.305
H -0.92942 0.74856 -7.08236 0.214
H -0.49339 -0.32253 -8.18562 0.280
C 0.99005 7.75710 2.59675 -1.354
C 1.22781 6.70583 1.47744 0.335
C 1.43663 5.29107 1.93838 -0.671
O 2.77273 5.21637 2.43670 -0.346
C 3.05608 3.91562 2.87835 -0.768
N 0.08814 6.77385 0.55395 -0.485
H 0.04452 7.60201 3.11638 0.319
H 1.10715 8.74359 2.14816 0.367
H 1.84610 7.68018 3.26708 0.362
H 2.10577 7.02662 0.91675 0.317
H 1.35274 4.66442 1.05048 0.353
H 0.61935 4.98538 2.59161 0.321
H 4.05258 4.06124 3.29535 0.296
H 3.09939 3.13929 2.11447 0.273
H 2.38507 3.60487 3.67916 0.348
H -0.00120 7.67244 0.10157 0.277
H -0.74287 6.67215 1.11892 0.058
C -3.54833 3.68009 -0.45756 -1.560
C -3.38084 3.45238 1.04608 0.814
C -4.00759 4.55416 1.91574 -0.829
O -3.54382 5.86216 1.49358 -0.228
C -4.12108 6.97109 2.20049 -0.894
N -3.84357 2.12819 1.36113 -0.538
H -3.17655 4.66824 -0.72857 0.370
H -4.61080 3.73682 -0.69433 0.322
H -3.03717 2.94598 -1.08035 0.356
H -2.30362 3.47902 1.21036 0.111
H -3.96721 4.37996 2.99097 0.401
H -5.08280 4.59799 1.74233 0.375
H -3.84675 7.01249 3.25460 0.331
H -5.19785 6.97010 2.03114 0.364
H -3.79686 7.89361 1.71887 0.249
H -3.81690 2.01200 2.36407 0.188
H -3.15302 1.47456 1.02052 0.185
C 0.92883 3.48313 -3.90518 -1.236
C 1.04676 4.82598 -4.65899 0.472
C -0.29195 5.22228 -5.36749 -0.779
O -0.63272 4.32010 -6.36529 -0.279
C -1.98967 4.50781 -6.88127 -0.801
N 1.37755 5.90418 -3.71106 -0.746
H 0.05650 3.53382 -3.25359 0.265
H 1.81090 3.24945 -3.30898 0.441
H 0.82523 2.66120 -4.61357 0.229
H 1.83724 4.88372 -5.40726 0.312
H -0.24737 6.25668 -5.70826 0.419
H -1.04566 5.24197 -4.58032 0.281
H -2.13893 5.51722 -7.26455 0.340
H -2.74126 4.20323 -6.15296 0.316
H -2.12284 3.89374 -7.77194 0.264
H 2.25032 5.61880 -3.29041 0.262
H 0.81682 5.93710 -2.87166 0.238
C -2.03414 1.42510 7.99556 -1.302
C -3.41668 1.52268 7.47692 0.769
C -3.96678 0.22927 6.80542 -0.953
O -3.09949 -0.14414 5.68485 -0.153
C -3.64684 -1.17555 4.90191 -0.894
N -4.29780 1.88115 8.61110 -0.775
H -1.80571 2.23628 8.68686 0.367
H -1.27930 1.38605 7.21020 0.291
H -1.87633 0.49699 8.54494 0.315
H -3.55831 2.30282 6.72897 0.162
H -5.00987 0.27160 6.49190 0.389
H -3.89317 -0.63698 7.46292 0.359
H -2.98633 -1.48766 4.09297 0.228
H -4.49227 -0.89070 4.27564 0.344
H -3.95757 -2.03277 5.49918 0.351
H -5.26347 1.92679 8.31872 0.240
H -4.04662 2.82308 8.87526 0.257
C 7.20474 -3.54761 -6.23344 -1.291
C 7.48116 -2.11757 -5.68224 0.288
C 6.49323 -1.89488 -4.47926 -0.769
O 5.11540 -1.97180 -4.82184 -0.297
C 4.23819 -1.87959 -3.74775 -0.705
N 8.85896 -1.93596 -5.28140 -0.688
H 7.38573 -4.28605 -5.45238 0.297
H 7.80344 -3.66857 -7.13623 0.393
H 6.16715 -3.60363 -6.56264 0.340
H 7.26929 -1.39107 -6.46673 0.264
H 6.75113 -0.93241 -4.03739 0.401
H 6.59657 -2.68096 -3.73126 0.356
H 3.27860 -2.09845 -4.21615 0.210
H 4.29096 -0.82189 -3.48969 0.326
H 4.37068 -2.55837 -2.90526 0.313
H 8.91062 -2.42657 -4.40007 0.282
H 9.45152 -2.51665 -5.85739 0.280
C 6.16062 -0.74054 1.11704 -1.337
C 6.80729 -1.18091 2.45769 0.360
C 6.63606 -0.12128 3.63312 -0.541
O 7.24030 -0.74728 4.74796 -0.358
C 7.32564 0.19336 5.83420 -0.789
N 6.25542 -2.51034 2.78429 -0.757
H 5.07912 -0.79255 1.24263 0.223
H 6.46410 -1.53537 0.43569 0.344
H 6.47918 0.23595 0.75223 0.415
H 7.87234 -1.11329 2.23590 0.321
H 5.58197 0.10771 3.78980 0.223
H 7.17539 0.77090 3.31492 0.439
H 8.04788 -0.19536 6.55208 0.292
H 6.39180 0.44163 6.33860 0.270
H 7.84728 1.10837 5.55356 0.326
H 6.46515 -2.62810 3.76524 0.388
H 5.24892 -2.42828 2.80209 0.196
C -6.89581 -0.47285 -2.11470 -1.369
C -6.95538 -1.28567 -0.86749 0.739
C -5.73354 -2.18359 -0.76123 -0.907
O -5.67910 -3.25164 -1.68311 -0.218
C -6.58009 -4.32985 -1.47947 -0.858
N -7.01680 -0.41901 0.27785 -0.742
H -7.66381 0.29984 -2.14991 0.445
H -7.02150 -1.07835 -3.01229 0.302
H -5.95926 0.07861 -2.19762 0.278
H -7.82227 -1.93886 -0.76781 0.155
H -5.62354 -2.52493 0.26808 0.419
H -4.86350 -1.53052 -0.82947 0.367
H -6.26685 -5.16421 -2.10702 0.205
H -7.55073 -3.95643 -1.80585 0.309
H -6.62169 -4.58874 -0.42147 0.372
H -7.65451 0.29857 -0.03604 0.260
H -6.16664 0.08770 0.47934 0.228
C 0.17821 -5.55976 -1.06186 -1.608
C -1.29551 -5.53596 -0.93918 0.695
C -1.81591 -5.84126 0.47334 -0.744
O -1.23519 -7.04155 0.95718 -0.340
C -1.77254 -7.34965 2.24974 -0.739
N -1.62179 -4.15528 -1.28557 -0.370
H 0.52840 -5.62790 -2.09182 0.436
H 0.54295 -6.47058 -0.58703 0.410
H 0.77589 -4.83062 -0.51483 0.254
H -1.70331 -6.29224 -1.60987 0.149
H -2.90268 -5.91469 0.51387 0.403
H -1.69466 -4.95219 1.09217 0.344
H -2.80896 -7.66782 2.13706 0.321
H -1.51637 -6.58430 2.98234 0.258
H -1.23915 -8.25194 2.54886 0.269
H -2.62258 -4.23177 -1.39809 0.084
H -1.18569 -4.13515 -2.19634 0.224
C 0.03427 0.05384 -0.61131 -0.694
O -0.92823 -0.58117 0.26011 -0.376
H 0.89380 -0.61463 -0.56198 0.296
H -0.34934 0.07549 -1.63135 0.300
H 0.34154 1.05222 -0.29998 0.230
H -1.14933 -1.40018 -0.18925 0.192
```



Computed, not measured: C6H12N2O3 in the gas phase in a non-equilibrium geometry, with ωB97M-V/def2-TZVPD.

Properties
- Charge: 0
- Relative energy (zero: lowest compared OMol25 entry of this formula, charge and spin): 480.7 kJ/mol
- HOMO: -8.9 eV
- Frontier orbital gap: 9.639 eV
- 2S+1: 1
- LUMO: 0.76 eV
- Structure (SMILES): C=C(C)N(C)C(=O)N(O)CO

XYZ file:
```
23
Properties=species:S:1:pos:R:3:mulliken_charge:R:1
C -1.20472 0.22419 -0.07102 0.639
C -1.17459 -1.62197 1.51838 -0.580
C 1.18604 0.50754 -0.43543 0.923
C 1.99156 1.51354 -0.26346 -1.048
C 1.67567 -0.87576 -0.58895 -1.572
C -0.34282 1.18496 -2.12618 -1.072
N -0.58251 -0.37196 1.05689 0.205
N -0.18402 0.68953 -0.75851 0.112
O -2.37992 0.18314 -0.34681 -0.712
O -2.46550 -1.31867 1.95890 -0.592
O -0.32618 0.58681 2.13571 -0.506
H -1.30243 -2.44260 0.77554 0.312
H -0.47156 -1.84379 2.40646 0.374
H 1.64725 2.47672 -0.21930 0.391
H 3.15555 1.34434 -0.12680 0.186
H 1.58379 -1.45305 0.26820 0.253
H 2.70514 -0.88669 -0.74810 0.574
H 1.22629 -1.30781 -1.41643 0.354
H 0.06139 2.24867 -2.07982 0.309
H 0.09481 0.49501 -2.75385 0.350
H -1.37329 1.33959 -2.41804 0.353
H -2.89636 -0.76348 1.26892 0.387
H -0.62359 0.09176 2.96370 0.361
```



Computed, not measured: a molecular structure, C21H23ClF4N2O3Pd in a non-equilibrium geometry, with ωB97M-V/def2-TZVPD.

Properties
- Charge: 0
- Relative energy (zero: lowest compared OMol25 entry of this formula, charge and spin): 79.2 kJ/mol
- HOMO (spin up / spin down): -8.1 / -8.1 eV
- Frontier orbital gap (spin up / spin down): 6.326 / 6.341 eV
- 2S+1: 1
- LUMO (spin up / spin down): -1.77 / -1.76 eV

XYZ file:
```
55
Properties=species:S:1:pos:R:3:mulliken_charge:R:1
Pd -0.05818 -0.51635 -0.57596 0.001
C 2.73773 0.12097 0.93076 -0.990
C 1.93398 -0.47448 2.08679 -0.712
N 0.89537 -1.35294 1.55963 0.892
C 1.40927 -2.57315 0.91681 -0.489
C 2.22568 -3.50561 1.81151 -1.361
C -0.22167 -1.61146 2.46169 -1.309
C -1.56313 -1.62155 1.69937 -0.612
N -1.62744 -0.52377 0.77029 -0.515
C -2.75435 -0.25775 0.10205 0.652
C -2.75187 0.83093 -0.81962 0.297
F -1.55580 1.49222 -0.98021 -0.335
C -3.85117 1.21375 -1.55296 -0.034
F -3.76560 2.24337 -2.40728 -0.302
C -5.05856 0.54306 -1.41975 -0.422
C -5.09896 -0.54244 -0.56096 0.006
F -6.24592 -1.23250 -0.46024 -0.307
C -4.00143 -0.94306 0.17946 0.673
F -4.14698 -2.02743 0.97015 -0.331
H 3.22332 1.04647 1.22905 0.421
H 2.04160 0.34662 0.09267 0.127
H 3.50774 -0.56591 0.58543 0.291
H 1.44265 0.33361 2.63576 0.523
H 2.60892 -0.99018 2.78574 0.356
H 2.02794 -2.26963 0.06255 0.498
H 0.54542 -3.11935 0.52279 0.194
H 3.17754 -3.06070 2.09053 0.340
H 2.42285 -4.42083 1.25824 0.251
H 1.69011 -3.76312 2.72136 0.276
H -0.25100 -0.82884 3.22354 0.572
H -0.11585 -2.57613 2.97182 0.278
H -2.37268 -1.54883 2.43627 0.575
H -1.68554 -2.57647 1.16392 0.369
H -5.91906 0.83836 -1.99175 0.499
C -1.88635 -6.60111 -1.61477 -1.362
C -0.41393 -6.35741 -1.50499 0.959
C 0.40566 -7.14599 -0.71833 -0.806
C 1.74867 -6.83394 -0.56824 0.389
Cl 2.77850 -7.88031 0.35557 -0.241
C 2.27992 -5.70706 -1.16232 -1.014
C 1.47458 -4.91801 -1.96772 -0.487
C 0.14459 -5.25701 -2.18134 0.724
O -0.68631 -4.60683 -3.03848 -0.470
C -0.27625 -3.37011 -3.57015 -0.842
C -0.26046 -2.29276 -2.48187 1.344
O -1.11475 -2.37504 -1.57895 -0.556
O 0.60986 -1.38404 -2.50761 -0.853
H -2.19649 -7.44487 -1.00545 0.408
H -2.18384 -6.77908 -2.64572 0.302
H -2.41207 -5.70683 -1.28285 0.216
H 0.00813 -8.01645 -0.21793 0.392
H 3.31372 -5.44949 -0.99777 0.443
H 1.90494 -4.03996 -2.41945 0.327
H -1.04099 -3.12156 -4.30968 0.382
H 0.69458 -3.42587 -4.07118 0.370
```